Entry 1:
Computed, not measured: a structure of composition C37H28F3N2O6P2S2SeTc, with wB97M-V/def2-TZVPD.

Geometry as XYZ:
```
82
Properties=species:S:1:pos:R:3:forces:R:3
Tc -0.55103 -0.04575 0.13955 0.43 0.23 0.33
Se 2.19449 0.03529 -1.90425 -0.25 -0.08 0.10
S -1.14478 -0.02169 -2.16319 0.02 0.07 -0.01
S -1.35947 0.90231 2.34128 -0.03 0.15 -0.03
P 0.67199 -2.21274 0.16846 -0.28 -0.44 0.56
P 1.23933 -0.33151 1.81294 -0.18 0.25 -0.71
F -1.95346 5.36393 3.40035 0.00 0.08 0.00
F -2.95347 3.45814 3.59286 0.02 0.01 -0.02
F -0.86579 3.63886 4.11510 -0.02 0.03 0.01
O 3.71436 0.13520 -1.35759 0.26 0.01 0.10
O -4.38526 -1.60732 0.63342 0.05 0.00 -0.06
O 1.23332 0.68272 -0.62615 -0.05 -0.05 0.01
O 1.73021 -1.53144 -1.91002 0.07 -0.05 -0.14
O 1.88063 0.86944 -3.23295 0.01 0.17 -0.20
O -2.32948 -0.89270 0.38112 -0.13 -0.09 0.26
N 2.08657 -1.57688 0.95956 0.04 -0.01 0.10
N -0.89112 2.06631 0.18043 -0.03 -0.04 0.11
C 1.13076 -0.99632 3.50524 0.06 -0.05 -0.02
C -4.50744 -0.50757 -4.19476 -0.10 -0.01 -0.02
C -0.02304 -1.87299 5.42104 0.01 -0.04 0.06
C -0.00479 -4.22831 -1.56572 -0.05 -0.01 -0.01
C 2.26434 1.12686 2.08716 0.07 -0.04 0.13
C 2.37630 -1.78161 5.41332 0.02 0.01 0.01
C 0.96816 -3.96737 2.36207 0.02 0.03 -0.01
C -5.47855 -0.89755 -3.27176 0.03 0.01 -0.04
C 1.43439 -6.03601 -2.22778 0.00 -0.02 -0.02
C 1.18831 -2.10175 6.05598 -0.04 0.01 0.00
C -1.20201 4.68268 0.86705 -0.02 0.07 0.08
C 4.10393 2.59544 1.62662 -0.01 0.01 0.02
C -3.21266 -0.28684 -3.79030 0.09 0.01 0.08
C -3.79280 -0.85748 -1.52830 0.08 0.04 -0.04
C -1.79785 4.03770 3.22572 0.01 -0.05 0.07
C -0.81972 4.33897 -0.42229 0.04 -0.07 -0.12
C 1.02949 -3.68688 -0.81805 0.10 0.18 -0.23
C -1.73646 -4.21931 2.87629 -0.05 -0.02 0.02
C 2.47049 -5.48050 -1.48926 0.02 -0.03 -0.01
C -3.51886 -1.13197 -0.08615 -0.09 -0.10 -0.04
C -1.29923 -3.37279 1.86271 -0.11 0.04 -0.03
C 0.05612 -3.23151 1.60172 0.06 -0.05 -0.07
C -2.81881 -0.44051 -2.44457 -0.18 -0.08 -0.07
C 3.68831 3.44695 2.63778 0.02 0.01 -0.02
C 2.27274 -4.30350 -0.78724 0.01 0.02 0.02
C -1.23954 2.36835 1.43959 -0.02 -0.14 -0.13
C -0.05247 -1.32520 4.14802 -0.15 -0.06 -0.03
C -0.82515 -4.93462 3.63270 0.00 -0.01 0.02
C 2.34677 -1.22759 4.14498 0.01 -0.02 0.03
C 3.39277 1.43617 1.34011 0.04 0.09 -0.07
C 0.19986 -5.40610 -2.26817 -0.03 -0.01 -0.03
C 0.53536 -4.80613 3.37146 0.00 -0.01 0.03
C -0.66579 3.00013 -0.73553 0.07 0.13 -0.02
C -1.41314 3.70411 1.82008 -0.02 -0.13 -0.04
C -5.10766 -1.07046 -1.95738 0.00 -0.02 0.01
C 1.85501 1.97643 3.11828 -0.05 -0.03 0.03
C 2.55677 3.13752 3.38189 0.04 0.07 0.02
H -0.60767 -5.82481 -2.85542 0.01 0.00 0.00
H -4.76819 -0.37240 -5.23799 0.00 -0.01 0.00
H -0.35150 2.62978 -1.70381 0.00 0.08 -0.03
H 1.59342 -6.95284 -2.78128 0.00 -0.01 0.00
H -1.32893 5.72226 1.13981 0.01 -0.01 -0.01
H 2.79529 -1.23549 0.30592 0.01 0.03 0.01
H -2.46382 0.02311 -4.50844 0.02 0.00 0.00
H 0.98194 1.73167 3.70999 0.02 0.00 0.00
H 2.22116 3.79671 4.17224 0.00 0.01 0.01
H 3.70539 0.82503 0.50216 -0.03 -0.04 0.04
H 3.27633 -0.98226 3.64467 0.00 0.01 -0.01
H -5.82008 -1.39102 -1.20931 0.00 0.01 0.00
H 3.44196 -5.95871 -1.46904 0.00 0.00 0.00
H -0.96508 -3.72665 -1.61259 0.00 0.01 0.01
H -2.02956 -2.80022 1.30789 0.02 -0.01 0.00
H -6.50002 -1.07082 -3.58465 -0.01 0.00 0.00
H 4.24206 4.35399 2.84724 0.00 0.00 0.00
H 3.32688 -1.96145 5.89938 0.00 0.00 0.01
H -0.95470 -2.13481 5.90551 0.01 -0.01 0.02
H -0.63616 5.09779 -1.16763 0.00 -0.01 -0.02
H 3.08821 -3.85809 -0.23156 0.00 0.02 0.00
H -1.00946 -1.19557 3.65723 0.12 -0.03 0.03
H 1.20845 -2.53351 7.04885 -0.01 -0.01 0.00
H 2.02888 -3.85540 2.17540 0.02 0.00 -0.01
H 4.97681 2.83351 1.03248 0.01 0.01 0.01
H -1.16714 -5.58829 4.42625 0.00 0.00 0.00
H 1.25877 -5.35651 3.96123 -0.01 0.00 0.00
H -2.79869 -4.30214 3.07109 0.00 -0.01 0.00
```
Forces are in eV/Å.

Calculated values
Relative energy (zero: lowest compared OMol25 entry of this formula, charge and spin): 199.8 kJ/mol
Gap between HOMO and LUMO (spin up / spin down): 6.7 / 6.1 eV
M: 956.7 g mol⁻¹
Total charge: -1
Electronic energy: -170037.61201 eV
Spin multiplicity: 2
Expectation value of S²: 0.762

***

Entry 2:
Computed, not measured: a cluster of 9 separate species, C33H90N6O9 in total in a non-equilibrium geometry, with wB97M-V/def2-TZVPD.

Geometry as XYZ:
```
138
Properties=species:S:1:pos:R:3:forces:R:3
O 4.09537 -1.10502 0.09356 -0.68 -0.18 0.42
O 2.94135 -0.71811 -4.36469 -0.53 0.39 0.29
O -0.73722 3.81151 1.12584 -0.22 0.30 0.63
O -1.57973 -2.37632 3.73984 0.74 0.61 1.10
O 0.61211 0.18184 -1.23755 -0.23 -0.60 -0.94
O -3.37398 0.89314 -7.28765 -0.27 0.04 -0.45
O -4.63261 1.08184 0.23103 -0.44 -1.17 1.22
O 1.44992 1.23479 5.20897 0.72 -0.25 0.15
O -0.27658 -3.79373 -1.41941 -0.55 0.82 0.18
N 4.71760 2.28221 3.84003 -0.63 -0.28 0.71
N -1.15216 3.62956 4.19446 -0.10 0.06 -1.21
N 1.97968 -2.42741 -2.21038 0.99 -0.35 1.33
N 3.69824 1.37175 -1.69376 -0.26 0.37 0.24
N 0.17753 0.95320 2.29042 0.02 0.01 -0.82
N -2.79312 -0.28555 1.95036 0.84 -0.13 0.43
C 0.66229 1.28983 6.37465 2.02 1.26 1.03
C 4.82999 1.05371 -0.85591 -0.31 0.68 0.74
C -0.54180 4.54934 -0.07480 -2.20 -0.93 0.36
C 3.79353 -0.08682 3.82520 0.37 0.93 -0.02
C -2.88599 0.09752 -6.21518 -0.22 1.15 0.48
C -3.92395 1.26705 -0.94471 -0.59 1.49 -0.31
C -2.29619 -1.23824 4.25930 0.70 0.07 -0.76
C -4.37719 -1.78614 3.01468 -0.30 -0.33 -0.32
C 2.75619 -4.31730 -3.55325 -1.98 -1.20 0.57
C -2.11216 -3.11712 -2.82135 0.56 0.02 0.26
C -2.48564 -3.75353 -0.39643 -0.22 1.66 0.81
C 3.50207 1.43081 3.97692 0.31 -0.18 0.92
C 2.54504 -2.05432 -4.55056 -0.64 -0.69 -0.12
C -0.13605 0.57685 -2.37804 0.57 -0.40 -0.41
C -3.33970 -0.70503 3.25801 0.50 -0.39 0.26
C -3.75267 0.08866 -1.82229 -0.44 -1.68 -0.43
C -4.62751 2.41325 -1.66332 1.04 1.25 0.76
C -3.55602 3.35046 3.53119 0.66 -1.36 1.71
C 4.73454 1.91465 0.47935 1.13 -1.89 -1.30
C 2.79685 1.67266 5.37221 0.44 -0.15 -0.81
C -2.86467 -1.30157 -6.65775 -0.11 -1.81 -0.59
C 4.41206 -2.48120 0.35708 0.96 1.60 -1.29
C 0.79105 0.18633 1.14958 -0.81 0.87 1.09
C 5.13016 -0.44131 -0.58888 0.17 0.36 -0.68
C -0.41333 -2.80476 4.54643 -0.34 1.51 -1.12
C -2.11406 3.24362 3.08866 0.74 0.64 0.03
C -1.54929 -3.10162 -1.37788 0.83 -0.02 -0.97
C 0.60267 -1.30066 1.37971 0.29 -0.48 0.38
C 0.03049 0.67255 -0.08070 -0.82 0.20 0.59
C 2.86251 -2.82853 -3.30726 1.07 -0.60 0.32
C -1.98137 4.05489 1.80292 -0.30 0.86 -1.27
C 2.60789 0.08540 -5.47360 0.41 0.13 -0.67
C -1.57257 0.65930 -5.71069 0.77 -0.99 -0.94
H 0.09311 -2.01268 5.16531 -0.78 -0.12 -0.78
H -2.70934 -4.78167 -0.66678 -0.07 -0.04 0.21
H -1.22644 0.46340 -2.24256 0.59 0.25 0.22
H -0.21290 3.70467 3.79451 -0.08 -0.71 -0.09
H 3.92274 1.55020 1.10369 0.00 -0.02 0.13
H -0.73786 0.20113 -6.30753 -0.52 0.83 0.28
H 5.73019 1.75431 0.94262 -0.68 0.25 0.24
H -3.38613 -3.09182 -0.41786 0.17 -0.87 -0.04
H -1.37048 -2.04915 -1.06361 -0.08 -0.38 -0.11
H 5.34283 -2.48549 0.89738 0.33 -0.35 0.79
H 0.61718 0.74693 3.16204 0.40 -0.52 0.72
H 2.82202 1.69804 3.17296 -0.64 0.03 0.08
H 4.09745 -0.29334 2.79901 0.13 -0.13 -0.05
H 0.65884 -1.85363 0.45339 0.06 -0.17 -0.39
H 2.83528 1.37655 -1.15930 -0.02 -0.44 -0.57
H -1.59423 -0.43133 4.49537 0.18 -0.01 -0.04
H 3.11304 -2.42896 -5.40512 -0.08 -0.36 -0.12
H 3.05307 -4.95579 -2.68980 0.16 0.67 -0.50
H -0.56787 5.62424 0.03390 0.33 0.34 0.29
H -3.75327 0.17625 3.80311 -0.06 -0.46 -0.62
H -2.39537 -1.36035 -7.65313 -0.32 -0.01 0.12
H -3.91032 2.78847 -2.40677 -0.42 0.35 0.03
H -4.18446 2.77090 2.89540 -0.63 -0.09 -0.76
H 0.29156 1.96607 2.20917 -0.01 -0.31 -0.54
H -5.57229 2.22126 -2.14142 -0.27 -0.79 -0.27
H -3.65129 2.88422 4.51932 0.17 -0.21 -0.04
H 3.26969 -4.63036 -4.43893 0.71 -0.10 -0.39
H -2.37476 -1.13075 1.54805 -0.41 0.07 -0.10
H -1.58717 1.74589 -5.76302 0.20 -0.04 -0.02
H 4.42320 3.25133 4.01261 0.37 -0.48 -0.33
H 2.89973 -0.66007 4.02594 -0.39 -0.07 0.03
H 3.94082 -2.70578 -3.08936 -0.23 0.58 0.17
H -3.99708 -2.61961 2.38783 0.12 0.49 0.47
H -2.97386 -2.48217 -3.00959 -0.33 0.00 0.36
H -2.24009 -1.92672 -6.03207 -0.03 -0.23 0.42
H -1.39619 0.32386 -4.69351 -0.12 0.10 0.20
H -2.35398 -4.16069 -3.08336 0.18 0.43 -0.12
H 3.36645 1.13214 6.16975 -0.56 0.00 -0.50
H -3.00426 0.24284 -2.62661 -0.93 0.16 0.12
H 0.14770 1.59765 -2.69321 -0.36 -0.16 0.20
H -3.57643 0.18671 -5.39529 -0.60 0.09 0.58
H -0.29033 1.04420 6.08532 -2.34 -0.85 -0.59
H 0.38180 -3.16474 -1.82377 -0.42 -0.61 0.17
H -2.84047 -1.47135 5.16179 -0.14 -0.37 0.57
H 4.56736 -0.43149 4.51933 0.01 0.22 -0.12
H 5.70700 1.42773 -1.38701 0.30 -0.12 0.05
H -4.75334 -0.23926 -2.18982 0.81 0.07 -0.11
H 6.05686 -0.45401 0.02446 -0.14 -0.33 -0.41
H -2.07456 5.16382 2.00304 0.09 -0.86 0.04
H -2.09866 -3.61674 0.64243 -0.11 -0.63 -0.69
H -2.93054 1.54363 -0.64219 0.89 0.82 -0.08
H 2.31402 -2.93186 -1.35620 -0.50 0.30 -0.91
H 1.43614 -2.28403 -4.72697 1.02 1.07 -0.09
H -1.05113 0.34375 0.01812 0.92 0.15 -0.13
H -0.32269 -1.56170 1.87267 -0.58 0.26 -0.10
H -3.89949 -1.74011 -6.67025 0.95 0.32 -0.17
H -0.00317 1.76636 -0.19111 0.04 0.03 0.64
H -1.32218 -2.71190 -3.47050 -0.10 -0.39 -0.05
H -1.89925 2.20174 2.83175 0.02 0.18 0.17
H 0.33715 -3.12212 3.79112 -0.57 -0.34 0.75
H -3.98395 0.31428 -7.77457 0.21 0.54 0.08
H -4.04167 0.58657 0.85466 -0.35 0.06 -0.19
H 3.61724 -2.99983 0.84919 -0.52 -0.01 0.34
H -1.27066 4.61344 4.39777 -0.72 0.32 0.32
H 0.58800 2.32729 6.76800 0.27 -0.40 -0.12
H 4.66276 -2.92076 -0.60402 -0.22 -0.59 -0.29
H 3.21105 -0.22128 -6.37691 -0.70 0.11 0.64
H 1.69814 -4.64138 -3.73064 0.54 0.50 0.15
H -1.93796 0.27460 2.10073 -0.38 0.06 0.10
H 4.60764 2.95335 0.24483 -0.11 0.49 -0.15
H 2.13303 -1.46191 -1.91653 -0.09 0.15 -0.43
H 1.52537 -0.03069 -5.66214 0.40 0.36 -0.25
H -5.24361 -1.40636 2.49093 -0.23 0.29 -0.18
H 1.33746 -1.74730 2.06106 0.32 0.38 -0.18
H 1.02567 0.62944 7.18460 -0.03 0.13 -0.37
H 1.86413 0.36640 1.07959 0.14 0.24 -0.37
H 0.15633 -0.10698 -3.17908 0.05 0.07 -0.01
H -1.31148 4.27228 -0.80886 -0.38 0.19 0.15
H -0.75619 -3.53575 5.25251 0.09 -0.81 0.09
H 5.29183 -0.91833 -1.60644 0.08 0.24 1.02
H 3.64394 0.92330 -2.60556 -0.15 -0.21 0.57
H -4.73065 -2.20265 3.95346 0.00 -0.12 0.14
H -3.93268 4.32045 3.72962 -0.24 1.29 -0.45
H 5.09345 2.20412 2.89604 -0.21 0.15 0.36
H -4.88604 3.18689 -0.89448 0.59 -0.36 -0.72
H 2.88512 1.14120 -5.27078 -0.36 -0.67 0.11
H -3.32660 -0.72437 -1.22714 -0.13 -0.17 0.01
H 2.78434 2.72319 5.70021 0.11 0.06 -0.35
H 0.31340 4.14421 -0.50896 1.96 -0.08 -0.51
H -2.83426 3.80541 1.09383 0.80 0.07 0.72
```
Forces are in eV/Å.

Calculated values
SMILES: COC[C@H](C)N.COC[C@H](C)N.COC[C@H](C)N.COC[C@H](C)N.COC[C@H](C)N.COC[C@H](C)N.CC(C)O.CC(C)O.CC(C)O
Relative energy (zero: lowest compared OMol25 entry of this formula, charge and spin): 0.0 kJ/mol
Gap between HOMO and LUMO: 9.5 eV
M: 715.1 g mol⁻¹
Electronic energy: -63045.25674 eV
Spin multiplicity: 1